Entry 1:
ORCA calculation (the ωB97M-V functional and the def2-TZVPD basis) on a 9-piece molecular cluster, C51H127N9O overall.

ORCA input file:
```
! RIJCOSX wB97M-V def2-TZVPD def2/J DEFGRID3
* xyz 0 1
O -1.9489 -5.8425 -3.7152
N -0.0686 -0.2771 -0.7270
N 4.5352 3.9567 -1.3103
N -4.4577 -0.9563 4.4699
N 1.7339 -0.6704 4.6994
N 6.0656 -2.7937 1.5250
N -3.1403 -5.1750 -1.9439
N -4.0069 -0.1025 -3.9455
N -2.7021 4.9569 3.0324
N 1.8124 -0.8977 -5.2301
C 5.6464 -2.8178 3.9730
C 0.8541 1.2744 -6.0391
C -5.8576 0.6016 5.8743
C 3.5203 -0.0366 6.3270
C 1.8257 0.1242 -6.2792
C -5.1764 -0.4767 -3.1987
C 4.0945 2.2687 -3.1541
C -4.1277 4.2125 5.0104
C -3.8568 5.2451 3.8997
C 3.0819 -0.9374 5.1695
C -4.3516 -4.8579 -1.2111
C 5.4793 -3.2780 0.3031
C 2.2924 1.0434 2.9386
C 4.6699 3.0345 -0.1736
C -3.1584 -2.5096 5.8769
C 3.2909 -2.4913 -4.0366
C 5.8637 -0.3079 1.0342
C 0.2008 1.1594 -0.9024
C 4.4187 3.7556 1.1632
C -0.2644 -1.4503 3.5487
C -1.7733 -2.0542 -1.0153
C 1.1981 -1.7143 3.8260
C -5.1706 1.8716 -5.0826
C -4.2064 -6.5296 -3.7290
C 3.2843 4.6890 -1.4530
C -5.2436 0.1392 -1.8004
C 5.0259 3.3193 -2.5229
C 6.7641 -1.5085 1.3640
C -3.0127 -5.8355 -3.1148
C 5.0544 -2.7362 2.5763
C 2.3083 -1.0762 -0.3787
C -1.4748 4.7168 3.7805
C 1.5600 0.6996 4.2438
C -3.7670 -0.9018 -5.1582
C -3.3045 -2.3074 -4.7960
C -4.3201 -1.5750 3.1509
C -5.5855 -0.0361 4.5056
C 1.0276 -1.0787 -1.1966
C 0.2906 1.6990 -2.3100
C 0.5498 -1.6307 -5.1541
C -3.6727 -0.6376 2.1063
C -1.3234 -0.6427 -1.3717
C -1.0850 5.8923 4.6579
C -4.5541 -2.0332 5.4788
C -3.0105 3.8523 2.1105
C -2.0621 3.7874 0.9301
C 3.3221 5.7174 -2.5829
C 0.2583 -2.4903 -6.3916
C -3.9698 1.3265 -4.2745
C 6.4683 -3.5719 -0.8138
C 3.0155 -1.7059 -5.3088
H -3.2651 4.1352 5.6730
H -3.7652 -7.3140 -4.3418
H -1.2779 -0.5438 -2.4675
H -1.6696 6.0311 5.5654
H 2.6541 -0.0476 -0.2361
H -4.2921 0.2415 1.9466
H 0.4518 2.7775 -2.3616
H 0.5230 -2.2658 -4.2693
H 3.9667 1.4731 -2.4159
H -3.1379 1.5280 -4.9513
H 3.0853 -2.3914 -6.1663
H -4.7932 5.4264 3.3723
H 3.4217 4.1887 1.2039
H 7.3158 -4.1752 -0.4873
H -4.5904 -3.7944 -1.3552
H -5.0481 -1.6612 6.3739
H -3.8267 1.9027 -3.3617
H -6.6680 0.1363 6.4332
H 3.3053 5.2192 -3.5519
H -0.9381 -1.3876 4.4039
H -0.6845 1.5565 -2.7912
H 4.3811 -1.8706 2.5221
H 0.4893 0.9069 4.1420
H -0.2431 -0.8964 -5.0075
H 1.2676 -0.8496 -2.2512
H 3.3658 1.0075 3.1536
H 5.9793 -4.1055 -1.6342
H 3.0410 -1.9248 5.6521
H -3.5833 -2.3732 3.2386
H 4.7199 -2.6034 -0.1265
H 1.8006 -1.8441 2.9145
H -4.0467 -2.8696 -4.2283
H 0.7675 -2.1437 -1.2600
H 5.3683 4.0536 -3.2572
H -5.2013 -1.5644 -3.0703
H 1.1152 -3.1368 -6.6050
H -0.6925 -2.2455 2.9271
H -2.5172 3.1448 0.1650
H -5.2850 1.2272 -1.8412
H 2.4454 -3.0151 -3.5819
H -2.0943 0.0835 -1.0960
H 1.0190 1.2214 -2.9674
H 4.6113 1.8025 -3.9945
H -2.3429 -4.7373 -1.5140
H -4.0359 4.0286 1.7851
H -6.1315 1.4739 -4.7505
H 4.9109 -3.0950 4.7308
H -4.9393 4.5715 5.6450
H -4.8897 -7.0040 -3.0239
H -6.5043 -0.3705 3.9972
H 1.1849 1.7968 -5.1380
H -2.6628 -0.3679 2.4095
H 1.6704 -0.3225 -7.2728
H -0.6479 4.5214 3.1005
H 1.7668 1.4034 5.0500
H 5.2008 -0.5144 0.1916
H -1.0847 3.3299 1.0833
H -6.1133 -0.3050 -3.7537
H -4.3516 3.2335 4.5899
H -5.3347 -1.8899 2.8686
H 4.9299 -4.2140 0.4376
H -3.5451 -1.2804 1.2316
H 5.2523 -0.0353 1.8945
H 3.6512 -1.8292 -3.2429
H 5.7317 2.7975 -0.1654
H -0.1771 0.9817 -5.8442
H -0.6346 1.6074 -0.3564
H -5.1169 -2.8756 5.0529
H 0.0578 -2.0234 -7.3565
H 3.1588 5.2762 -0.5411
H -4.9611 0.5247 6.4931
H 3.0358 -1.6896 -0.9121
H 2.1130 0.3253 2.1403
H -3.2225 -3.0863 6.8014
H 3.1249 2.6744 -3.4393
H 6.2802 -2.0398 4.4059
H -3.6087 6.2136 4.3432
H -6.0326 1.6666 5.7337
H 2.8344 -0.0559 7.1698
H 5.2002 4.5066 1.2788
H -3.0122 -2.8132 -5.7148
H 3.6516 0.9825 5.9605
H -2.4997 -1.6626 6.0692
H 4.0122 2.1677 -0.3075
H -5.2640 0.8133 3.8899
H 4.5324 3.0802 2.0130
H 6.8326 -2.6726 -1.3200
H 2.3214 -1.5140 0.6237
H 1.3366 -2.6552 4.3662
H -4.6701 -0.8569 -5.7852
H 0.8984 1.9829 -6.8661
H -2.9959 2.9057 2.6727
H -2.4568 -2.2343 -4.1113
H -4.1171 -4.9178 -0.1456
H 2.4480 3.9770 -1.5062
H -2.6958 -3.1090 5.0928
H 4.0635 -3.2546 -4.1577
H 7.4921 -1.6233 0.5592
H -1.5365 -2.4325 -0.0211
H -1.9332 4.7461 0.4259
H -4.3903 -0.2184 -1.2226
H 7.3825 -1.2750 2.2313
H -5.1332 1.6060 -6.1439
H 4.4286 -3.6219 2.4594
H -2.8595 -2.0670 -1.1430
H 6.3424 -3.6657 4.0481
H 2.5074 6.4174 -2.4030
H -0.4677 -0.5270 3.0044
H -5.2352 -5.4273 -1.4783
H 5.9263 2.7705 -2.2338
H 4.2289 6.3237 -2.5516
H 2.8178 0.5763 -6.3309
H -4.7893 -5.8997 -4.4002
H -1.1710 6.8239 4.0887
H 2.0531 2.0555 2.6116
H 1.0898 1.4260 -0.3226
H -0.0213 5.7864 4.8809
H 6.4791 0.5415 0.7339
H -3.0062 -0.4352 -5.7865
H -5.2851 2.9569 -5.1013
H -6.1310 -0.1701 -1.2453
H 3.8765 -1.0403 -5.4001
H -1.5631 3.8512 4.4557
H -1.3309 -2.7402 -1.7427
H 4.4960 -0.3872 6.6703
H 3.8140 -1.0358 4.3623
H -0.5671 -3.1694 -6.1646
*
```

## Properties
Kohn-Sham gap ... 0.3156 Ha
Energy above the lowest of the compared OMol25 structures with the same formula, charge and spin ... 50.4 kcal/mol
Maximum force ... 1.93 eV/Å
Structure (SMILES) ... CCN(CC)CC.CCN(CC)CC.CCN(CC)CC.CCN(CC)CC.CCN(CC)CC.CCN(CC)CC.CCN(CC)CC.CCN(CC)CC.CNC(C)=O
Calculated total energy ... -2587.24725 Eh

---

Entry 2:
ORCA calculation (the ωB97M-V functional and the def2-TZVPD basis) on a single C4H2N4 molecule.

ORCA input file:
```
! RIJCOSX wB97M-V def2-TZVPD def2/J DEFGRID3
* xyz 0 1
N 1.0256 -0.9568 1.2498
N -0.4188 -0.4468 -0.9958
N 0.5539 -1.9707 0.5868
N 0.6836 0.3331 1.0194
C -0.0783 -1.6458 -0.6364
C -1.1182 2.7483 -0.7312
C -0.0847 0.4955 -0.0960
C -0.5964 1.7336 -0.3353
H -0.2552 -2.4537 -1.3912
H -1.3883 3.7522 -0.8368
*
```

## Properties
Kohn-Sham gap ... 0.3314 Ha
Energy above the lowest of the compared OMol25 structures with the same formula, charge and spin ... 87.4 kcal/mol
Maximum force ... 4.01 eV/Å
Structure (SMILES) ... C#Cc1ncnnn1
Calculated total energy ... -372.49253 Eh